ORCA calculation (wB97M-V/def2-TZVPD) on a structure of composition C25H27As2N3Re.

Values from the calculation:
<S²> = 3.801
charge = +4
2S+1 = 4
frontier orbital gap (alpha / beta) = 0.23665 / 0.22843 Eh
calculated total energy = -154600.0827 eV
lowest unoccupied orbital energy (alpha / beta) = -14.4 / -14.6 eV

```
58
C25H27As2N3Re (wB97M-V/def2-TZVPD)
C 4.0166 0.3466 -0.8859
H 6.1003 0.6720 -0.5043
H 4.0676 0.7872 -1.8734
H 1.0594 -2.6026 -2.0342
H 1.9888 -2.0821 3.7855
H -5.4570 -1.6717 -0.4721
As 1.2642 -0.1337 -1.4679
H 0.2990 -1.5696 -3.2794
C -4.3179 2.0088 -1.9784
C 1.2711 -3.4038 1.1184
C -3.2108 2.7796 -1.6203
C -3.4288 0.1530 -0.7774
C 2.8289 -0.1639 -0.3731
C -4.5240 -1.9696 -0.0135
H 0.4051 1.4098 -3.2389
C 1.1443 -1.6815 -2.6032
C -4.4419 0.6917 -1.5380
C 1.1898 3.8259 1.0097
C 1.1608 -1.4532 3.4617
H -5.3309 -3.7816 0.8295
C 5.1293 -0.2726 1.1623
H -3.1441 3.8157 -1.9255
C -1.0165 2.8431 -0.3162
C -3.4134 -1.1745 -0.1257
H -5.1025 2.4472 -2.5845
H 1.4858 2.3035 -2.1176
N -0.1393 1.9818 0.2857
C 0.9429 2.4723 0.9355
H 2.3271 -3.6536 1.2115
C 2.7817 -0.7298 0.9058
H 2.0732 -1.6933 -3.1764
C 0.3141 4.7017 0.3838
C 5.1705 0.2832 -0.1105
C -2.2204 2.1948 -0.8714
C 3.9362 -0.7795 1.6755
Re -0.6691 -0.0649 0.2821
N -2.2165 -1.5208 0.4631
C -2.1669 -2.6784 1.1716
H 3.9306 -1.2075 2.6697
H 6.0274 -0.3136 1.7640
As 1.1406 -1.5150 1.5355
H 2.1568 1.1809 -3.3299
H -5.3211 0.1129 -1.7863
C -3.2566 -3.5040 1.3263
H 2.0553 4.1852 1.5511
H 0.7036 -3.9814 1.8453
H -1.2206 -2.9482 1.6088
H 1.2923 -0.4372 3.8241
H 0.9275 -3.6325 0.1129
C 1.3223 1.3730 -2.6541
H 0.2327 -1.8675 3.8508
H -1.5057 4.8734 -0.7571
C -0.8016 4.1980 -0.2890
H -3.1625 -4.4116 1.9082
C -4.4542 -3.1535 0.7230
H 1.6149 1.7522 1.3844
N -2.3205 0.8883 -0.5077
H 0.4822 5.7713 0.4266
```

Löwdin atomic charge list, values in e, 4 entries: number 1, C, carries -0.057; number 2, H, carries 0.142; number 3, H, carries 0.119; number 4, H, carries 0.034